Entry from OMol25: 2 unconnected molecules or ions with the total composition C4H9NO2 (ωB97M-V/def2-TZVPD).

Element x y z (Å)
H1 -1.76 0.78 -1.39
O1 -0.89 -2.49 -1.05
H2 1.46 0.97 2.42
H3 2.29 0.10 1.12
C1 1.31 0.29 1.57
H4 -0.29 1.42 -2.16
O2 -1.47 -1.69 1.06
C2 0.33 0.91 0.56
H5 1.00 -0.27 -0.96
C3 -1.09 -1.96 -0.01
H6 0.92 -0.66 1.96
N1 0.09 0.00 -0.60
H7 -0.90 -0.18 -2.61
H8 0.72 1.89 0.23
H9 -0.63 1.08 1.05
C4 -0.75 0.52 -1.75

Results
**HOMO energy**: -9.344 eV
**Structure (SMILES)**: O=C=O.CCNC
**E**: -9879.38262 eV
**Relative energy (zero: lowest compared OMol25 entry of this formula, charge and spin)**: 65.42 kJ/mol

Entry from OMol25: a molecular structure, C13H43B2NO4SnTi (ωB97M-V/def2-TZVPD).

Element x y z (Å)
H1 0.46 -6.13 -2.64
Ti1 2.51 1.35 -0.93
H2 -0.04 2.91 -0.14
H3 0.89 -4.02 -2.47
N1 -0.02 -2.17 -1.59
C1 -4.66 2.42 -0.37
H4 -0.98 -2.50 -1.56
C2 0.36 -1.28 3.38
H5 3.11 1.37 -3.09
H6 0.92 4.39 2.02
H7 -0.81 4.48 -0.07
H8 2.17 -2.63 2.96
C3 1.20 -2.38 2.53
H9 1.11 -0.34 -0.21
H10 -4.28 1.97 2.44
H11 2.40 -1.89 -1.36
C4 0.81 -3.40 -1.58
Sn1 -1.38 0.29 -3.04
C5 -3.73 1.34 1.73
H12 1.07 -5.12 -0.31
H13 0.13 -1.75 -0.69
H14 -1.81 0.92 0.44
H15 1.22 0.91 3.16
C6 1.21 0.02 3.79
C7 -0.58 -5.86 -2.45
H16 2.25 -2.98 -0.13
H17 0.67 -3.32 2.42
O1 2.33 3.73 -0.90
C8 1.41 4.43 -0.07
H18 -4.54 2.65 -1.43
H19 1.51 5.51 -0.24
H20 2.67 4.34 1.74
B1 0.40 0.45 -0.05
O2 -2.56 0.99 -0.15
H21 -0.04 3.86 -1.54
H22 1.35 -1.87 1.58
H23 1.97 1.70 -4.41
H24 0.23 0.98 -0.97
H25 2.89 -3.72 -1.57
H26 -0.70 -5.13 -3.25
O3 -0.86 -5.24 -1.16
H27 1.61 2.89 1.39
H28 0.79 0.42 4.71
H29 2.60 4.28 -1.64
C9 0.24 -4.50 -0.65
H30 -4.47 0.55 1.63
H31 -0.72 -0.75 1.67
H32 0.67 1.14 0.73
H33 1.50 0.61 -3.12
H34 -1.29 -6.67 -2.67
C10 2.20 -2.96 -1.22
C11 1.71 3.98 1.38
H35 -0.49 -0.03 0.32
H36 0.01 -1.70 4.32
B2 2.08 1.49 -3.35
C12 0.06 3.95 -0.46
C13 -3.35 1.99 0.48
H37 -2.85 2.95 0.62
H38 -0.07 -3.97 0.24
H39 -5.09 3.29 0.12
O4 -0.82 -0.98 2.59
H40 1.58 2.27 -2.80
H41 2.24 -0.34 3.83
H42 -5.52 1.75 -0.27
H43 -2.86 1.05 2.32

Results
**Total charge**: +2
**HOMO energy (spin up / spin down)**: -13.286 / -14.790 eV
**E**: -54130.50560 eV
**Multiplicity**: 5

- Among the records above, which one has the highest E?
  C4H9NO2

- Among the records above, which one has the highest E?
  C4H9NO2